The following is a quantum chemistry calculation of a structure of composition C3H5N3 at a distorted geometry, from the Open Molecules 2025 dataset.

The geometry in XYZ format:
```
11
C3H5N3 (ωB97M-V/def2-TZVPD)
N -1.637 1.577 -0.304
C -0.611 0.737 -0.032
C -0.562 -0.740 0.032
N 0.750 -1.315 -0.146
C 1.742 -0.531 -0.207
N 0.105 1.671 0.403
H -2.452 1.173 0.193
H -0.960 -1.039 1.014
H -1.264 -1.132 -0.711
H 2.734 -0.954 -0.347
H 1.681 0.569 -0.128
```

Output
Multiplicity: 1
Kohn-Sham gap (alpha / beta) in eV: 9.121 / 9.115
Calculated total energy in eV: -7657.6732
ΔE to the lowest compared entry with this formula, charge and spin in kcal per mole: 110.28
Net charge: 0

---

The following is a quantum chemistry calculation of the molecule C33H36Br2ClF13O3, from the Open Molecules 2025 dataset.

The geometry in XYZ format:
```
88
C33H36Br2ClF13O3 (ωB97M-V/def2-TZVPD)
C 0.404 4.196 3.209
C 0.608 2.703 3.185
C 0.858 1.993 4.361
C 1.066 0.623 4.318
C 1.021 -0.062 3.107
C 0.766 0.620 1.920
C 0.646 -0.033 0.555
C 0.673 -1.567 0.471
O 1.874 -2.052 -0.103
C 2.870 -2.475 0.799
C 3.955 -1.404 1.019
Br 4.376 -1.289 2.931
C 5.295 -1.640 0.315
C 6.175 -0.399 0.293
Br 4.998 -2.206 -1.525
C -0.563 -2.109 -0.319
C -1.386 -3.022 0.597
C -2.825 -3.315 0.147
C -3.877 -2.664 1.025
F -5.101 -3.214 0.796
F -3.590 -2.850 2.342
C -4.033 -1.137 0.785
F -4.478 -0.991 -0.484
F -2.806 -0.557 0.851
C -5.002 -0.338 1.742
F -5.777 0.441 0.960
F -5.801 -1.181 2.424
C -4.350 0.675 2.757
F -5.404 1.282 3.360
F -3.667 1.598 2.045
C -3.448 0.147 3.917
F -3.996 -0.968 4.437
F -2.214 -0.132 3.455
C -3.294 1.177 5.079
F -4.392 1.176 5.852
F -2.234 0.836 5.823
F -3.112 2.415 4.592
O -0.162 -2.797 -1.495
C -0.946 -2.589 -2.621
Cl -1.652 -4.183 -3.124
C -0.188 -1.970 -3.793
C 0.905 -0.988 -3.358
C 2.318 -1.496 -3.649
O 0.658 0.236 -4.066
C 1.088 1.381 -3.356
C 0.691 2.613 -4.120
C -0.548 3.211 -3.895
C -0.933 4.334 -4.618
C -0.077 4.868 -5.576
C 1.161 4.276 -5.809
C 1.541 3.154 -5.084
C 0.566 2.001 1.985
H -0.395 4.493 2.533
H 0.164 4.533 4.216
H 1.319 4.703 2.896
H 0.885 2.515 5.310
H 1.260 0.068 5.226
H 1.189 -1.130 3.118
H -0.279 0.353 0.121
H 1.449 0.340 -0.089
H 0.584 -1.991 1.472
H 3.336 -3.363 0.369
H 2.442 -2.767 1.759
H 3.564 -0.429 0.733
H 5.807 -2.462 0.811
H 7.165 -0.634 -0.090
H 6.274 0.008 1.298
H 5.722 0.358 -0.348
H -1.162 -1.249 -0.617
H -0.823 -3.952 0.691
H -1.407 -2.558 1.583
H -3.040 -4.383 0.215
H -3.013 -3.034 -0.886
H -1.819 -1.981 -2.386
H -0.913 -1.407 -4.383
H 0.206 -2.747 -4.447
H 0.819 -0.771 -2.291
H 3.043 -1.115 -2.934
H 2.358 -2.583 -3.655
H 2.596 -1.138 -4.643
H 0.623 1.402 -2.362
H 2.177 1.363 -3.228
H -1.210 2.789 -3.148
H -1.896 4.789 -4.427
H -0.369 5.745 -6.136
H 1.833 4.689 -6.550
H 2.501 2.682 -5.254
H 0.352 2.539 1.067
```

Output
Multiplicity: 1
Structure (SMILES): Cc1cccc(C[C@H](OC[C@@H](Br)[C@H](C)Br)[C@H](CCC(F)(F)C(F)(F)C(F)(F)C(F)(F)C(F)(F)C(F)(F)F)O[C@H](Cl)C[C@@H](C)OCc2ccccc2)c1
Kohn-Sham gap in eV: 9.624
Calculated total energy in eV: -228882.7184
Net charge: 0

---

The following is a quantum chemistry calculation of a cluster of 4 separate species, C4H14N2 in total at a distorted geometry, from the Open Molecules 2025 dataset.

The geometry in XYZ format:
```
20
C4H14N2 (ωB97M-V/def2-TZVPD)
C 2.171 0.284 -0.030
C 1.973 0.924 1.307
N 1.739 -0.909 -0.206
H 2.149 -1.392 -1.004
H -0.192 -0.659 -0.122
H 3.072 0.636 -0.550
H 0.408 1.741 -0.939
H 1.274 0.353 1.915
H 2.920 0.993 1.840
H 1.564 1.924 1.159
C -1.735 -0.940 -1.427
C -1.920 -0.152 0.859
N -1.102 -0.213 -0.340
H -0.236 1.163 -0.835
H -1.056 -0.960 -2.279
H -2.657 -0.431 -1.715
H -1.975 -1.977 -1.156
H -2.847 0.382 0.640
H -1.375 0.380 1.638
H -2.174 -1.148 1.245
```

Output
Multiplicity: 1
Kohn-Sham gap in eV: 9.391
Calculated total energy in eV: -7352.7472
ΔE to the lowest compared entry with this formula, charge and spin in kcal per mole: 54.65
Net charge: 0